# 1
# C6H6BrF

A 2-piece molecular cluster, C6H6BrF overall (ωB97M-V/def2-TZVPD, the OMol25 dataset).

```
14
Properties=species:S:1:pos:R:3:forces:R:3:nbo_charge:R:1
C -0.844114 2.133081 0.086480 -0.896 0.801 -1.391 -0.369
C -1.014614 0.802197 -0.043111 -0.721 0.042 1.515 -0.275
C -0.564095 -0.137701 -1.050383 -0.351 1.010 -0.741 0.382
C -0.863548 -1.417838 -1.104680 0.775 1.123 0.529 -0.457
F 0.159021 0.417747 -2.050382 0.022 -0.036 -0.014 -0.340
H -1.284927 2.606381 0.986247 0.449 -0.277 -0.685 0.207
H -0.571587 2.880250 -0.775165 0.054 -1.870 1.806 0.219
H -1.581836 0.233758 0.756945 0.891 0.939 -0.705 0.215
H -0.334252 -2.065633 -1.692399 1.022 -1.222 -2.197 0.211
H -1.304277 -1.924572 -0.325973 -1.411 -0.503 1.786 0.204
C 1.936461 -1.523424 1.769628 -0.502 0.630 0.256 -0.254
C 2.238341 -0.549696 1.137588 0.263 0.072 -0.866 -0.188
Br 2.648111 0.685719 -0.119123 0.191 -0.192 0.500 0.206
H 1.381315 -2.140275 2.424327 0.214 -0.516 0.208 0.239
```
Forces are in eV/Å.

Summary:
- spin multiplicity = 1
- SMILES = C=CC(=C)F.C#CBr
- E (eV) = -79074.738
- gap between HOMO and LUMO (eV) = 9.68

=====

# 2
# C6H6Cl2CrIrN2O3S

C6H6Cl2CrIrN2O3S as an isolated structure (ωB97M-V/def2-TZVPD, the OMol25 dataset).

```
22
Properties=species:S:1:pos:R:3:forces:R:3:lowdin_spin:R:1
Ir 5.373379 0.686873 -0.813668 -3.248 1.173 4.612 1.242
Cr 0.691669 -0.986516 -0.176482 2.151 -1.926 0.521 3.677
Cl 4.516980 1.589543 1.091014 -0.047 -0.648 -0.340 0.631
Cl 1.738013 -2.738194 -1.064918 -0.155 1.147 0.264 0.038
C -0.650063 -0.939623 -1.526652 -4.118 -0.955 -8.309 0.077
C 6.251284 2.312322 -0.534392 3.459 6.994 1.614 0.035
C 5.827605 -0.564509 -2.156926 3.659 -7.132 -8.245 0.047
O -1.189537 -1.072537 -2.568242 2.757 0.885 6.224 0.106
O 6.603440 3.350121 -0.125996 -1.508 -5.643 -2.679 0.000
O 6.050197 -1.422960 -2.931343 -1.547 5.275 4.898 0.052
S -0.066911 -0.274627 1.835415 -1.573 0.762 1.296 0.025
C -1.741513 -0.022752 1.454100 2.081 0.229 -0.085 0.023
N -2.145052 0.803493 0.468318 -1.423 -0.753 0.189 0.351
C -3.520916 0.558236 0.090114 -0.014 -0.227 0.460 0.071
C -3.957256 -0.538735 1.054822 0.485 0.757 0.218 0.078
N -2.801940 -0.684138 1.935953 -0.663 -0.176 -1.494 0.383
H -1.534567 1.443998 -0.020310 0.184 0.315 0.098 0.008
H -3.599030 0.238325 -0.957670 -0.042 0.250 -0.120 0.034
H -4.122687 1.463141 0.227853 -0.068 0.305 -0.247 0.038
H -4.165787 -1.484313 0.535544 -0.117 -0.269 0.223 0.041
H -4.852876 -0.249185 1.612721 -0.257 -0.217 0.237 0.036
H -2.704435 -1.467964 2.570744 0.004 -0.146 0.665 0.006
```
Forces are in eV/Å.

Summary:
- spin multiplicity = 8
- E (eV) = -82529.421
- net charge = +4
- gap between HOMO and LUMO (alpha / beta) (eV) = 4.13 / 3.26

=====

# 3
# C6H6Cl2O2

One molecule with the formula C6H6Cl2O2 (ωB97M-V/def2-TZVPD, the OMol25 dataset).

```
16
Properties=species:S:1:pos:R:3:forces:R:3:nbo_charge:R:1
C 2.695324 -0.561907 -0.579073 -0.337 -2.054 -2.190 -0.650
C 1.619788 0.182947 0.083703 -1.583 1.033 3.685 -0.076
O 0.377279 0.082447 -0.635489 0.940 0.040 -0.682 -0.464
C -0.698096 0.244246 0.024277 -4.647 -1.545 -0.723 0.474
C -1.234428 0.466482 1.252245 0.510 0.131 -0.096 -0.508
C -2.626703 0.452800 0.900944 1.471 -1.383 -3.476 0.592
O -3.651162 0.737193 1.361529 -2.452 0.694 1.617 -0.509
C -2.340255 -0.084034 -0.682519 4.237 1.477 3.996 -0.279
Cl -2.638454 -1.715848 -1.053447 -0.195 -1.112 0.006 0.050
Cl -2.602650 0.943584 -1.972086 -0.770 1.395 -1.556 0.059
H 2.370278 -1.538447 -1.126017 -0.094 1.439 1.529 0.237
H 3.045287 -0.041516 -1.440668 0.851 0.798 -0.371 0.223
H 3.471310 -0.851479 0.100886 0.528 0.176 0.258 0.234
H 1.736148 1.282847 0.395316 0.498 -1.324 -1.188 0.201
H 1.398951 -0.243104 1.112808 0.313 -0.027 -1.067 0.180
H -0.922616 0.643786 2.257592 0.730 0.263 0.258 0.237
```
Forces are in eV/Å.

Summary:
- spin multiplicity = 1
- SMILES = CCOC1=CC(=O)C1(Cl)Cl
- E (eV) = -35455.982
- gap between HOMO and LUMO (eV) = 9.72